(1)
2 unconnected molecules or ions with the total composition C5H11O2. Source: the Open Molecules 2025 dataset; level of theory: wB97M-V/def2-TZVPD.

CARTESIAN COORDINATES (ANGSTROEM)
C 1.90081 0.14978 -0.40695
C 1.38531 -1.07677 -1.08209
C 1.12607 1.43673 -0.47148
H 2.11231 -0.04435 0.69290
H 2.94104 0.41429 -0.86081
H 1.79211 -1.30703 -2.05563
H 0.22169 -0.99756 -1.19085
H 0.01867 1.24968 -0.82936
H 0.91484 1.70608 0.59877
H 1.59213 -1.97518 -0.53634
H 1.41560 2.21602 -1.14989
C -2.04826 -0.70073 1.42975
C -2.39908 0.27060 0.42525
O -2.91248 1.34157 0.93564
O -2.20950 0.02450 -0.75646
H -2.23385 -0.15043 2.39700
H -0.94684 -0.95709 1.43826
H -2.67058 -1.60010 1.42227

HOMO energy = -0.1341 Ha
2S+1 = 1
LUMO = 3.859 eV
Net charge = -1

(2)
2 unconnected molecules or ions with the total composition C5H11O2. Source: the Open Molecules 2025 dataset; level of theory: wB97M-V/def2-TZVPD.

CARTESIAN COORDINATES (ANGSTROEM)
C -0.17851 1.32927 0.46652
C -0.41550 2.77375 0.03612
C -1.04453 0.92416 1.65069
H -0.36851 0.61169 -0.34630
H 0.86024 1.03018 0.64536
H 0.42198 3.45515 0.25823
H -1.27557 3.20821 0.55818
H -0.81373 -0.08898 1.97761
H -0.92738 1.61082 2.49137
H -0.64876 2.90262 -1.03004
H -2.10193 0.87975 1.38030
C 1.25169 -2.55431 -1.72369
C 0.44721 -2.78082 -0.41726
O 0.13998 -1.74948 0.22377
O 0.23440 -3.97958 -0.13165
H 2.25742 -2.89234 -1.48589
H 1.27799 -1.50128 -2.02057
H 0.88351 -3.17882 -2.53274

HOMO energy = -0.1457 Ha
2S+1 = 1
LUMO = 3.720 eV
Net charge = -1

(3)
2 unconnected molecules or ions with the total composition C5H11O2. Source: the Open Molecules 2025 dataset; level of theory: wB97M-V/def2-TZVPD.

CARTESIAN COORDINATES (ANGSTROEM)
C 2.05606 1.34191 -1.00379
C 3.00796 0.20612 -0.69376
H 2.53651 2.11609 -1.60736
H 1.14745 1.09210 -1.54602
H 1.63651 1.68109 -0.05731
H 2.42075 -0.66552 -0.41763
H 3.67175 -0.10012 -1.50713
H 3.64894 0.41585 0.15653
C -2.11230 -0.27176 0.09163
C -1.79354 0.55894 -1.14932
C -0.86364 -0.69908 0.90845
O -0.12071 0.25597 1.24849
O -0.73029 -1.90572 1.19233
H -2.65608 0.28948 0.84226
H -2.71047 -1.14767 -0.16554
H -2.61381 0.53229 -1.86124
H -0.85668 0.24403 -1.59698
H -1.63726 1.59834 -0.84822

HOMO energy = -0.1436 Ha
2S+1 = 1
LUMO = 4.047 eV
Net charge = -1

(4)
2 unconnected molecules or ions with the total composition C5H11O2. Source: the Open Molecules 2025 dataset; level of theory: wB97M-V/def2-TZVPD.

CARTESIAN COORDINATES (ANGSTROEM)
C 1.12669 1.20304 -1.63444
C -0.30833 1.24032 -2.12459
H 1.26309 1.65771 -0.65231
H 1.51673 0.18701 -1.50392
H 1.76475 1.65981 -2.39936
H -0.97687 0.58078 -1.57152
H -0.38107 0.95872 -3.18264
H -0.72033 2.24929 -2.08750
C -0.42159 -1.49200 1.19905
C -1.32675 -0.43067 1.83266
C 1.08956 -1.20278 1.42322
O 1.81415 -1.23205 0.40207
O 1.42341 -0.97666 2.60649
H -0.64266 -2.48495 1.58984
H -0.60227 -1.55145 0.12223
H -1.63066 0.32312 1.09217
H -0.75606 0.11597 2.58098
H -2.23180 -0.80522 2.30757

HOMO energy = -0.1452 Ha
2S+1 = 1
LUMO = 3.902 eV
Net charge = -1